[1]
The following is a quantum chemistry calculation of the ion C5H13N2 with charge +1, from OMol25.

Atoms and positions in Å:
C  -1.920  0.197  1.337
C  -1.941  0.486  -0.206
C  -0.582  0.828  -0.924
C  0.590  0.171  -0.217
N  1.161  0.793  0.866
C  0.989  -1.029  -0.679
N  2.457  -1.373  -0.687
H  -2.953  -0.118  1.522
H  -1.247  -0.648  1.552
H  -1.623  1.083  1.885
H  -2.589  1.372  -0.255
H  -2.410  -0.318  -0.752
H  -0.670  0.341  -1.890
H  -0.446  1.901  -1.004
H  1.418  1.769  0.782
H  0.806  0.619  1.795
H  0.443  -1.854  -1.112
H  2.696  -2.360  -0.589
H  2.882  -0.845  0.088
H  2.940  -1.016  -1.513

Atomic forces in eV per Å
C 0.0697 -0.7769 -1.8629
C 0.2909 1.4207 1.1410
C -1.0565 -1.7390 1.1055
C -1.6804 -0.0646 -1.1823
N 2.2116 0.8087 0.3736
C 1.2295 -0.5734 -0.1849
N 0.1122 0.5876 1.5805
H 0.3509 0.2044 0.6336
H -0.2374 0.2134 0.2143
H -0.1760 0.0200 0.2582
H 0.0381 -0.3365 -0.5427
H -0.1874 -0.2843 0.0374
H 0.1846 0.5781 -0.3954
H 0.2697 0.0848 -0.0399
H -0.4094 -0.0070 -0.1720
H -0.0939 -0.5337 -0.1878
H -0.3839 0.7501 -0.7550
H -0.1605 -0.0354 0.1347
H 0.0279 -0.1987 0.1604
H -0.3998 -0.1183 -0.3163

Values from the calculation:
Charge ... +1
SMILES ... CCC/C(N)=C/[NH3+]
M ... 101.2 u
E_LUMO ... -3.701 eV
HOMO ... -13.350 eV
Energy relative to the best compared isomer or geometry (same formula, charge and spin) ... 63.8 kcal per mole
DFT total energy ... -8368.0429 eV

[2]
The following is a quantum chemistry calculation of a cluster of 3 separate species, C25H44F7N3O7P2S in total, from OMol25.

Atoms and positions in Å:
C  4.579  -6.482  1.793
C  5.243  -6.430  0.334
C  4.203  -6.269  -0.883
C  2.825  -5.575  -0.492
C  2.665  -4.150  -0.485
P  4.062  -2.945  -0.970
N  5.342  -3.017  -0.010
C  1.238  -3.538  -0.053
O  1.030  -2.352  -0.439
C  0.166  -4.386  0.793
C  -0.943  -3.549  1.573
P  -2.187  -2.638  0.483
O  -3.412  -2.354  1.386
O  -2.776  -3.546  -0.830
O  -1.641  -1.076  -0.009
C  0.306  -5.794  0.767
S  -0.884  -6.882  1.665
O  -0.282  -8.275  1.706
O  -1.151  -6.494  3.090
C  -2.413  -7.027  0.596
F  -2.598  -8.409  0.269
F  -2.129  -6.381  -0.637
C  -3.775  -6.556  1.290
F  -3.757  -5.233  1.773
F  -4.059  -7.400  2.410
C  -5.077  -6.670  0.331
F  -4.955  -5.937  -0.860
F  -6.156  -6.081  1.056
F  -5.437  -8.014  0.087
C  1.509  -6.417  -0.100
O  1.481  -7.591  -0.562
H  5.448  -6.383  2.549
H  4.115  -7.514  2.016
H  3.870  -5.616  2.024
H  6.089  -5.652  0.330
H  5.772  -7.446  0.184
H  4.716  -5.586  -1.660
H  4.097  -7.289  -1.379
H  3.470  -1.623  -1.040
H  4.369  -3.278  -2.351
H  5.094  -3.727  0.708
H  -1.536  -4.134  2.349
H  -0.375  -2.729  2.159
H  -2.064  -3.809  -1.456
H  -1.437  -1.151  -0.969
C  -3.167  3.190  -4.291
C  -3.760  2.927  -2.911
N  -2.894  2.146  -2.033
C  -3.570  1.687  -0.819
C  -4.044  2.748  0.173
C  -1.544  2.665  -1.831
C  -1.406  4.072  -1.250
H  -2.907  2.253  -4.792
H  -3.899  3.711  -4.913
H  -2.276  3.820  -4.241
H  -4.694  2.376  -3.063
H  -4.033  3.889  -2.459
H  -2.924  0.977  -0.293
H  -4.442  1.096  -1.123
H  -3.216  3.161  0.751
H  -4.734  2.292  0.891
H  -4.578  3.568  -0.312
H  -1.021  2.642  -2.793
H  -0.978  1.968  -1.204
H  -2.105  4.783  -1.694
H  -0.395  4.448  -1.442
H  -1.541  4.077  -0.168
C  3.715  8.922  2.146
C  2.946  8.568  0.877
N  2.512  7.176  0.816
C  2.007  6.790  -0.500
C  0.734  7.472  -1.000
C  1.723  6.696  1.947
C  0.417  7.425  2.260
H  4.587  8.274  2.270
H  4.070  9.954  2.085
H  3.091  8.845  3.038
H  3.613  8.766  0.032
H  2.100  9.261  0.777
H  1.858  5.704  -0.524
H  2.801  6.978  -1.232
H  -0.155  7.079  -0.507
H  0.614  7.277  -2.071
H  0.761  8.556  -0.870
H  2.354  6.729  2.842
H  1.509  5.631  1.813
H  0.515  8.511  2.202
H  0.099  7.184  3.280
H  -0.390  7.111  1.598

Atomic forces in eV per Å
C 1.1169 -0.3334 0.5024
C 0.2510 -0.7686 0.7429
C 0.2443 0.4877 -0.3999
C -0.6969 2.9172 0.5689
C -1.3972 -2.6094 0.4119
P 0.4958 -0.2704 0.7765
N -1.7326 -0.8087 -0.2012
C 1.2139 2.1135 -1.4482
O -0.1599 -4.1805 1.7282
C 0.3129 -1.4627 0.1043
C 1.7329 0.0586 -0.4839
P -5.2136 2.7131 2.1609
O 3.7113 -1.0982 -2.3735
O 2.6336 1.3333 1.3385
O -0.2831 -3.8379 -0.5948
C 0.5676 3.1488 -1.0006
S 3.4029 -5.1650 4.8284
O -1.7069 4.0934 -1.4842
O -0.2726 0.9566 -4.0684
C -1.0014 -1.5190 -2.3949
F 0.5015 3.4196 1.0037
F -0.8152 -1.0307 2.6497
C -1.6129 0.3336 1.5369
F 0.5436 -2.8244 -1.3072
F 1.0336 1.7666 -2.6779
C -2.3227 0.3982 0.0273
F -0.0443 -2.1026 2.6970
F 2.6426 -1.5329 -1.7797
F 1.1509 3.4399 0.2805
C 0.7924 -3.5652 -1.5565
O -0.3772 4.5079 1.9816
H -1.3972 -0.1347 -1.1306
H 0.3620 1.7916 -0.4836
H 0.7950 -1.2864 -0.4677
H -1.6067 -0.9350 -0.2470
H -0.8362 1.6116 0.1871
H -0.9368 -1.0065 1.1271
H -0.4502 1.4578 0.7505
H 0.1091 -1.0586 -0.2364
H -0.5327 0.3059 0.6949
H 0.5794 0.6856 -0.3785
H 0.6835 0.5346 -1.3403
H -0.9660 -1.0890 -1.0788
H -0.5907 0.0943 0.3469
H 0.0971 0.4597 0.6670
C 0.0622 -0.0042 0.0439
C 0.2011 0.0504 -0.0908
N 0.0085 -0.3605 0.1355
C -0.1161 -0.1633 -0.0680
C -0.1016 -0.0063 0.2680
C 0.0374 0.0120 -0.3483
C 0.2955 0.1699 0.1730
H 0.0321 0.0600 0.0868
H 0.0351 -0.0270 0.0644
H -0.0225 -0.0445 -0.0295
H 0.0846 -0.0692 0.2578
H -0.0918 0.1056 -0.0276
H 0.0472 0.1510 -0.1296
H 0.0633 0.0967 -0.1373
H -0.0487 0.0693 -0.0545
H 0.0705 0.0298 -0.0844
H 0.0513 -0.0242 0.0052
H -0.1527 0.0249 -0.0237
H -0.2650 -0.0585 0.0556
H -0.0116 -0.0579 0.0036
H -0.0746 -0.0192 -0.0047
H -0.1018 0.0806 -0.0627
C -0.0354 -0.0648 0.0282
C -0.0099 -0.0485 0.1988
N 0.0329 -0.3001 -0.2333
C 0.2427 0.0498 -0.0499
C -0.2040 -0.0815 -0.2288
C 0.2351 0.0967 0.2331
C -0.2862 -0.0997 0.1826
H -0.1173 -0.0069 0.0007
H -0.0459 -0.0623 -0.0194
H 0.0548 -0.0088 -0.0229
H -0.1717 -0.1903 -0.0920
H -0.0202 0.1455 -0.0182
H 0.0066 0.0606 0.2034
H 0.0392 0.0923 0.1533
H 0.0115 0.1017 0.0141
H 0.0141 0.0237 0.0912
H 0.0119 -0.0599 0.0307
H 0.0452 0.1021 -0.1173
H 0.0805 0.0965 -0.2420
H 0.0330 -0.0372 -0.0341
H 0.0355 0.0270 -0.0789
H 0.0245 0.1396 -0.0115

Values from the calculation:
SMILES ... CCCC1=C([PH2]=N)C(=O)C(CP(=O)(O)O)=C(S(=O)(=O)C(F)(F)C(F)(F)C(F)(F)F)C1=O.CCN(CC)CC.CCN(CC)CC
M ... 725.6 u
E_LUMO ... -2.876 eV
HOMO ... -8.134 eV
DFT total energy ... -93869.6269 eV

[3]
The following is a quantum chemistry calculation of a structure of composition C20H35N7STi, from OMol25.

Atoms and positions in Å:
Ti  -0.698  0.531  0.301
C  0.351  4.059  -2.220
C  0.014  2.733  -1.621
N  -0.013  2.500  -0.357
C  0.203  3.504  0.665
C  0.415  2.823  2.019
N  -0.483  1.660  2.275
C  -1.826  1.970  2.832
C  -2.874  2.156  1.748
N  -2.837  1.039  0.786
C  -3.546  -0.222  1.159
C  -2.619  -1.446  0.976
N  -1.768  -1.159  -0.163
C  -1.958  -1.503  -1.405
C  -2.718  -2.702  -1.870
C  -1.369  -0.556  -2.345
C  -1.361  -0.661  -3.739
C  -0.863  0.390  -4.481
C  -0.388  1.542  -3.845
C  -0.413  1.592  -2.466
N  -0.894  0.556  -1.751
H  -0.509  4.728  -2.129
H  0.605  3.985  -3.272
H  1.184  4.523  -1.693
H  -0.657  4.180  0.694
H  1.080  4.124  0.460
H  0.318  3.567  2.813
H  1.436  2.442  2.053
H  -0.012  1.101  2.980
H  -1.794  2.859  3.467
H  -2.110  1.131  3.470
H  -2.665  3.067  1.186
H  -3.857  2.280  2.210
H  -3.260  1.367  -0.074
H  -4.417  -0.338  0.513
H  -3.909  -0.169  2.186
H  -3.203  -2.364  0.890
H  -1.986  -1.562  1.865
H  -2.112  -3.271  -2.576
H  -3.640  -2.422  -2.384
H  -2.966  -3.358  -1.040
H  -1.745  -1.548  -4.221
H  -0.846  0.333  -5.561
H  -0.014  2.364  -4.437
C  4.407  -1.564  1.863
N  2.980  -1.395  1.550
C  2.491  -0.105  1.987
C  2.484  -1.886  0.374
S  1.507  -0.943  -0.681
N  2.775  -3.150  0.057
C  3.141  -4.157  1.051
C  2.513  -3.691  -1.270
H  4.975  -0.724  1.455
H  4.802  -2.478  1.442
H  4.542  -1.588  2.944
H  2.679  0.006  3.055
H  1.428  -0.075  1.759
H  2.975  0.713  1.442
H  2.989  -3.775  2.056
H  4.176  -4.482  0.937
H  2.499  -5.026  0.904
H  1.516  -4.134  -1.320
H  3.253  -4.462  -1.476
H  2.590  -2.912  -2.021

Atomic forces in eV per Å
Ti 0.4363 -0.1365 -0.0477
C 0.0188 -0.0311 0.0883
C 0.0634 0.2646 0.0783
N -0.3774 -0.5559 -0.2352
C 0.0662 0.0971 0.0794
C 0.0286 0.1505 -0.0078
N 0.0698 -0.0349 -0.0853
C -0.0876 -0.0038 0.0270
C -0.0143 0.0707 0.0860
N 0.0129 -0.0139 0.0043
C 0.0014 -0.0640 -0.0121
C -0.0340 -0.2434 0.1465
N -0.2184 0.4675 -0.3736
C -0.0325 -0.3254 0.2628
C -0.1074 0.1113 0.0194
C 0.0602 -0.0185 -0.3667
C 0.0082 -0.0063 0.0973
C -0.0094 -0.0338 -0.0567
C -0.0213 -0.0611 0.0998
C 0.0397 0.0241 -0.2941
N 0.0401 0.0801 0.2193
H 0.0007 0.0014 -0.0083
H 0.0219 0.0072 -0.0140
H 0.0048 0.0073 -0.0216
H -0.0066 -0.0259 -0.0161
H -0.0325 0.0177 -0.0027
H 0.0021 -0.0369 0.0235
H -0.0171 -0.0434 0.0049
H 0.0476 0.0384 -0.0019
H 0.0261 -0.0147 0.0075
H 0.0172 -0.0055 0.0011
H -0.0305 -0.0063 -0.0262
H 0.0036 -0.0235 0.0003
H 0.0870 0.0282 -0.0390
H -0.0189 0.0168 0.0283
H 0.0243 0.0067 0.0087
H -0.0222 0.0375 -0.0123
H 0.0193 -0.0306 -0.0524
H 0.0095 0.0050 -0.0024
H 0.0022 -0.0050 -0.0092
H -0.0177 -0.0065 -0.0070
H 0.0001 0.0064 -0.0246
H -0.0065 -0.0181 0.0017
H 0.0127 0.0273 0.0203
C 0.0048 -0.0645 0.0736
N 0.0236 0.1060 -0.2539
C 0.0709 -0.0565 0.0030
C -0.0749 -0.0798 -0.0118
S -0.1717 0.1848 0.2590
N 0.0583 0.1294 0.0872
C 0.0700 -0.0714 0.0201
C -0.0373 -0.0335 -0.0880
H -0.0254 0.0149 -0.0038
H 0.0269 -0.0036 -0.0146
H -0.0043 -0.0282 -0.0071
H -0.0309 -0.0231 0.0027
H 0.0354 0.1425 0.3162
H 0.0006 0.0066 0.0176
H -0.0190 0.0157 0.0048
H -0.0035 0.0179 -0.0134
H -0.0178 0.0215 -0.0181
H -0.0025 0.0132 0.0191
H -0.0018 -0.0071 0.0198
H 0.0283 -0.0059 -0.0003

Values from the calculation:
Charge ... +2
⟨S²⟩ ... 2.02
M ... 453.5 u
E_LUMO (spin up / spin down) ... -5.860 / -6.161 eV
HOMO (spin up / spin down) ... -11.923 / -13.768 eV
Spin multiplicity ... 3
Energy relative to the best compared isomer or geometry (same formula, charge and spin) ... 20.5 kcal per mole
DFT total energy ... -65678.0655 eV